1.
This record from the Open Molecules 2025 dataset describes a structure of composition C3H5MnO3. The level of theory is ωB97M-V/def2-TZVPD.

Positions of all 12 atoms, in Å:
H (0.825286, -0.971807, -1.127262)
C (1.238243, -0.511595, -0.206147)
C (0.245981, -0.686917, 0.884293)
O (-1.158778, -0.685845, 0.435133)
C (-1.648651, 0.484331, 0.227349)
O (-2.854745, 0.399598, -0.245507)
Mn (0.109772, 1.725724, 0.641858)
O (1.384735, 0.859034, -0.570166)
H (2.213434, -0.790914, 0.236922)
H (2.360241, 0.000879, -1.606724)
H (0.444011, -1.087149, 1.877012)
H (-3.159528, 1.264666, -0.546765)

Atomic forces in eV per Å
H 0.82 -0.77 0.35
C -0.81 -1.02 1.34
C -0.21 2.23 -0.51
O 0.87 -0.73 0.66
C -0.44 0.26 -0.26
O 0.41 -0.08 -0.07
Mn 0.36 -0.79 -0.23
O 0.80 0.49 -0.72
H -0.41 -0.78 -0.72
H -0.74 1.39 0.44
H -0.45 -0.31 -0.46
H -0.20 0.11 0.17

Results
Highest occupied orbital energy (alpha / beta) in eV: -12.2 / -13.5
Charge: +1
Multiplicity: 6
E_LUMO (alpha / beta) in Eh: -0.2126 / -0.1988
DFT total energy in eV: -40640.7164
Energy relative to the best compared isomer or geometry (same formula, charge and spin) in eV: 6.150
Orbital gap (alpha / beta) in eV: 6.459 / 8.050



2.
This record from the Open Molecules 2025 dataset describes a structure of composition C28H46FeN4O3P. The level of theory is ωB97M-V/def2-TZVPD.

Positions of all 83 atoms, in Å:
Fe (-16.309354, -8.831279, 0.760410)
N (-17.504901, -9.409510, 4.572365)
C (-16.172076, -9.873749, 4.851443)
C (-15.516985, -10.052865, 3.693826)
N (-16.381777, -9.601966, 2.638006)
C (-17.555143, -9.146214, 3.256678)
C (-18.661690, -8.744963, 2.407627)
N (-18.496175, -8.765743, 1.050806)
C (-19.681319, -8.232593, 0.535486)
C (-20.504184, -7.877924, 1.551217)
N (-19.876891, -8.231067, 2.723759)
H (-18.216490, -9.173515, 5.264385)
H (-15.937890, -10.216319, 5.906520)
H (-14.586220, -10.548713, 3.448998)
H (-19.709074, -8.165449, -0.573890)
H (-21.467560, -7.443231, 1.505125)
H (-20.206918, -8.005916, 3.619386)
C (-13.570878, -4.265937, 0.007255)
C (-14.905092, -4.847120, 0.422888)
C (-15.104982, -4.633242, 1.885260)
O (-15.919979, -4.230600, -0.438140)
C (-14.842077, -6.335582, 0.184077)
O (-14.011856, -6.940400, -0.504585)
O (-15.829589, -6.945742, 0.891941)
H (-13.534770, -3.182739, 0.290956)
H (-13.406138, -4.344186, -1.058768)
H (-12.698165, -4.692739, 0.529493)
H (-15.051407, -3.615938, 2.229369)
H (-14.328816, -5.135887, 2.487765)
H (-16.068583, -5.139586, 2.160719)
H (-16.775366, -4.656972, -0.371636)
C (-16.326407, -14.762096, -1.815356)
C (-17.358839, -13.684386, -2.178425)
C (-16.896257, -12.181949, -1.976521)
C (-15.531524, -12.044108, -1.168524)
C (-15.620051, -13.002928, 0.037141)
C (-15.502831, -14.458826, -0.495784)
P (-14.925280, -10.249997, -0.826856)
C (-15.138843, -9.269007, -2.426838)
C (-16.612932, -8.724269, -2.545243)
C (-16.820867, -7.811791, -3.796292)
C (-15.632211, -7.857627, -4.807674)
C (-15.113799, -9.273584, -5.019128)
C (-14.599579, -9.921121, -3.696637)
C (-13.037024, -10.274069, -0.658705)
C (-12.639029, -10.202552, 0.822356)
C (-11.247210, -10.741783, 1.115624)
C (-10.380509, -10.475395, -0.110228)
C (-10.808938, -11.432677, -1.250131)
C (-12.352906, -11.408318, -1.418354)
H (-15.672930, -14.817132, -2.691667)
H (-16.869626, -15.717854, -1.679159)
H (-18.283062, -13.756397, -1.588583)
H (-17.756736, -13.742491, -3.231186)
H (-17.665133, -11.671044, -1.417284)
H (-16.795117, -11.749826, -2.962617)
H (-14.821200, -12.337067, -1.978226)
H (-16.651419, -12.831867, 0.512297)
H (-14.812956, -12.795369, 0.776065)
H (-15.706328, -15.181417, 0.338007)
H (-14.425595, -14.673347, -0.706577)
H (-14.504321, -8.420048, -2.184336)
H (-16.786844, -8.093531, -1.650778)
H (-17.329415, -9.518070, -2.495367)
H (-17.070827, -6.787260, -3.543223)
H (-17.723143, -8.177995, -4.346911)
H (-14.822883, -7.141750, -4.480193)
H (-15.958242, -7.371250, -5.780263)
H (-14.332265, -9.263360, -5.740599)
H (-15.948115, -9.883390, -5.465402)
H (-13.501484, -9.912523, -3.731593)
H (-14.968069, -10.968767, -3.712601)
H (-12.850023, -9.356859, -1.209417)
H (-13.454189, -10.745364, 1.439597)
H (-12.744751, -9.137805, 1.029437)
H (-11.308928, -11.811024, 1.356107)
H (-10.872271, -10.280001, 2.018551)
H (-9.287484, -10.642948, 0.104685)
H (-10.521600, -9.431163, -0.445180)
H (-10.554153, -12.465642, -0.963981)
H (-10.317938, -11.224993, -2.205345)
H (-12.775304, -12.359312, -1.059404)
H (-12.647761, -11.476999, -2.502303)

Atomic forces in eV per Å
Fe 0.69 0.50 -1.02
N 1.75 0.41 0.02
C -1.54 -0.94 2.47
C -2.03 0.82 -2.03
N -1.48 0.81 2.96
C 2.59 -2.39 -1.02
C -0.02 0.43 -1.99
N -0.93 0.38 2.21
C 1.95 -0.53 -1.05
C 0.23 -0.41 -0.28
N 1.04 -0.23 -1.41
H 0.55 -0.17 -0.29
H -0.22 0.70 -1.66
H -0.07 0.39 0.25
H -0.57 0.16 1.21
H -0.64 0.26 0.20
H -0.46 0.21 1.20
C 0.62 1.70 0.30
C 0.95 0.69 -1.14
C -1.21 -1.02 1.53
O 1.15 -0.18 0.57
C -0.87 -2.35 0.29
O -1.31 0.87 1.03
O 0.87 -0.43 -1.41
H -0.23 -0.74 -0.40
H -0.01 -0.08 -0.19
H -0.60 -0.26 -0.16
H -0.32 0.64 -0.33
H -0.14 -0.12 -0.48
H 0.79 0.88 0.08
H -0.07 -0.35 0.42
C -0.35 0.31 0.51
C -0.92 1.26 0.03
C 1.01 -0.56 0.63
C -0.32 0.43 -1.71
C -0.39 0.18 -0.26
C 0.59 -0.52 0.19
P -0.66 -0.52 -0.78
C -0.58 0.09 0.46
C 1.37 1.06 0.18
C -0.29 -1.08 -1.09
C -0.10 1.73 -0.20
C -1.40 -0.07 0.55
C -0.69 -0.83 -0.70
C -1.06 -0.59 -0.76
C -1.81 -0.33 0.41
C -0.27 -0.04 -0.12
C 1.17 -0.54 -0.38
C -0.48 -0.06 0.47
C -0.64 -1.22 -0.81
H 0.20 -0.39 0.38
H 0.50 0.40 -0.32
H 0.32 -0.41 0.14
H 0.76 -0.35 0.90
H -0.42 0.36 0.03
H 0.03 0.43 -0.06
H 0.11 -0.39 1.06
H 1.48 -0.20 -0.38
H -0.64 -0.23 -0.29
H -0.31 0.60 -0.79
H -0.69 0.38 0.00
H -0.07 0.32 -0.01
H 0.04 -0.21 -0.15
H -0.41 -0.55 -0.18
H 0.23 0.15 0.28
H 0.60 0.13 0.37
H -0.53 -0.93 0.01
H 0.17 -0.81 0.99
H 0.68 -0.08 -0.62
H 0.69 0.44 0.48
H -0.34 -0.09 0.30
H 0.64 0.37 -0.07
H 0.43 0.43 0.36
H 1.29 0.72 -0.75
H 0.19 0.07 0.58
H 0.14 0.04 -0.31
H 0.26 0.27 0.16
H -1.04 0.32 -0.16
H 0.23 -0.33 0.24
H 0.21 0.36 -0.12
H 0.04 0.16 0.26
H 0.25 0.11 0.28
H 0.34 0.56 0.93

Results
Highest occupied orbital energy (alpha / beta) in eV: -11.4 / -11.6
Charge: +1
Multiplicity: 5
E_LUMO (alpha / beta) in Eh: -0.1189 / -0.1267
DFT total energy in eV: -85557.0364
Energy relative to the best compared isomer or geometry (same formula, charge and spin) in eV: 0.775
Orbital gap (alpha / beta) in eV: 8.196 / 8.165



Copy entry 1 word for word.
This record from the Open Molecules 2025 dataset describes a structure of composition C3H5MnO3. The level of theory is ωB97M-V/def2-TZVPD.

Positions of all 12 atoms, in Å:
H (0.825286, -0.971807, -1.127262)
C (1.238243, -0.511595, -0.206147)
C (0.245981, -0.686917, 0.884293)
O (-1.158778, -0.685845, 0.435133)
C (-1.648651, 0.484331, 0.227349)
O (-2.854745, 0.399598, -0.245507)
Mn (0.109772, 1.725724, 0.641858)
O (1.384735, 0.859034, -0.570166)
H (2.213434, -0.790914, 0.236922)
H (2.360241, 0.000879, -1.606724)
H (0.444011, -1.087149, 1.877012)
H (-3.159528, 1.264666, -0.546765)

Atomic forces in eV per Å
H 0.82 -0.77 0.35
C -0.81 -1.02 1.34
C -0.21 2.23 -0.51
O 0.87 -0.73 0.66
C -0.44 0.26 -0.26
O 0.41 -0.08 -0.07
Mn 0.36 -0.79 -0.23
O 0.80 0.49 -0.72
H -0.41 -0.78 -0.72
H -0.74 1.39 0.44
H -0.45 -0.31 -0.46
H -0.20 0.11 0.17

Results
Highest occupied orbital energy (alpha / beta) in eV: -12.2 / -13.5
Charge: +1
Multiplicity: 6
E_LUMO (alpha / beta) in Eh: -0.2126 / -0.1988
DFT total energy in eV: -40640.7164
Energy relative to the best compared isomer or geometry (same formula, charge and spin) in eV: 6.150
Orbital gap (alpha / beta) in eV: 6.459 / 8.050



energy relative to the best compared isomer or geometry (same formula, charge and spin) of number 1 (C3H5MnO3)?
6.150 eV



The lowest DFT total energy belongs to which entry?
C28H46FeN4O3P



What did the first record say?
This record from the Open Molecules 2025 dataset describes a structure of composition C3H5MnO3. The level of theory is ωB97M-V/def2-TZVPD.

Positions of all 12 atoms, in Å:
H (0.825286, -0.971807, -1.127262)
C (1.238243, -0.511595, -0.206147)
C (0.245981, -0.686917, 0.884293)
O (-1.158778, -0.685845, 0.435133)
C (-1.648651, 0.484331, 0.227349)
O (-2.854745, 0.399598, -0.245507)
Mn (0.109772, 1.725724, 0.641858)
O (1.384735, 0.859034, -0.570166)
H (2.213434, -0.790914, 0.236922)
H (2.360241, 0.000879, -1.606724)
H (0.444011, -1.087149, 1.877012)
H (-3.159528, 1.264666, -0.546765)

Atomic forces in eV per Å
H 0.82 -0.77 0.35
C -0.81 -1.02 1.34
C -0.21 2.23 -0.51
O 0.87 -0.73 0.66
C -0.44 0.26 -0.26
O 0.41 -0.08 -0.07
Mn 0.36 -0.79 -0.23
O 0.80 0.49 -0.72
H -0.41 -0.78 -0.72
H -0.74 1.39 0.44
H -0.45 -0.31 -0.46
H -0.20 0.11 0.17

Results
Highest occupied orbital energy (alpha / beta) in eV: -12.2 / -13.5
Charge: +1
Multiplicity: 6
E_LUMO (alpha / beta) in Eh: -0.2126 / -0.1988
DFT total energy in eV: -40640.7164
Energy relative to the best compared isomer or geometry (same formula, charge and spin) in eV: 6.150
Orbital gap (alpha / beta) in eV: 6.459 / 8.050